An isolated molecule of C5H9Cl2O2P at a distorted geometry. Source: OMol25; level of theory: the ωB97M-V functional and the def2-TZVPD basis.

<S²>: 2.008
HOMO energy (spin up / spin down): -0.1980 / -0.3772 Ha
multiplicity: 3
gap between HOMO and LUMO (spin up / spin down): 6.08 / 7.17 eV

Each line ends with the Mulliken spin population.
Positions of all 19 atoms, in Å:
C (-0.75, -0.53, 0.64)  0.02
C (1.32, 2.20, -0.04)  0.00
C (-0.96, -3.04, 0.26)  -0.03
C (-0.06, 1.62, 0.45)  0.00
C (-0.31, -1.94, 1.01)  0.62
O (-1.89, -0.28, 0.30)  0.08
O (0.29, 0.28, 0.83)  0.03
P (-0.44, -2.26, 3.18)  1.03
Cl (1.00, -3.60, 3.27)  0.12
Cl (0.45, -0.58, 3.83)  0.11
H (2.05, 2.28, 0.82)  0.00
H (1.75, 1.46, -0.69)  0.00
H (1.21, 3.14, -0.59)  0.00
H (-0.44, -3.11, -0.74)  0.03
H (-2.01, -2.71, 0.00)  0.00
H (-0.73, -3.90, 0.88)  0.01
H (-0.78, 1.56, -0.28)  0.00
H (-0.54, 2.23, 1.35)  0.00
H (0.77, -2.01, 0.71)  -0.01

***

An isolated molecule of C5H9ClFN at a distorted geometry. Source: OMol25; level of theory: the ωB97M-V functional and the def2-TZVPD basis.

HOMO energy: -0.3022 Ha
gap between HOMO and LUMO: 8.86 eV
SMILES: CNC/C(=C\Cl)CF

Each line ends with the Löwdin charge.
Positions of all 17 atoms, in Å:
C (-1.95, -1.21, 1.19)  -0.27
N (-0.95, -0.74, 0.38)  -0.23
C (-0.46, 0.62, 0.35)  -0.23
C (0.67, 0.66, -0.66)  -0.23
C (0.80, 1.27, -1.93)  -0.58
Cl (-0.41, 1.99, -2.79)  0.71
C (2.12, 0.22, -0.14)  -0.05
F (2.03, -1.29, -0.25)  -0.17
H (-2.77, -2.12, 0.73)  0.11
H (-2.63, -0.14, 1.44)  0.13
H (-1.65, -1.88, 2.29)  0.11
H (-0.23, -1.61, 0.16)  0.19
H (-0.15, 0.88, 1.45)  0.14
H (-1.27, 1.37, 0.03)  0.12
H (1.73, 1.21, -2.31)  0.01
H (2.34, 0.21, 1.02)  0.15
H (2.78, 0.57, -0.95)  0.10

***

A cluster of 3 separate species, C5H9ClFN2 in total at a distorted geometry. Source: OMol25; level of theory: the ωB97M-V functional and the def2-TZVPD basis.

HOMO energy: -0.1907 Ha
gap between HOMO and LUMO: 8.24 eV
net charge: -1

Each line ends with the Löwdin charge.
Positions of all 18 atoms, in Å:
C (0.59, -0.34, 0.38)  -0.28
H (-1.27, 0.61, 0.63)  0.13
Cl (-0.62, -2.13, 2.01)  -0.19
C (-0.73, 0.16, -0.23)  -0.46
C (1.13, 0.31, 1.62)  -0.13
H (1.39, 1.38, 1.43)  0.09
H (0.32, 0.52, 2.34)  0.06
H (2.02, -0.24, 1.96)  0.09
C (1.14, -1.55, -0.23)  -0.30
N (1.56, -2.46, -0.80)  0.16
N (-1.44, -0.94, -0.85)  0.02
H (-2.03, -0.62, -1.62)  0.06
H (-2.07, -1.38, -0.18)  0.03
C (-0.52, 1.28, -1.24)  -0.09
H (0.02, 2.13, -0.78)  0.08
H (-0.02, 0.87, -2.13)  0.09
H (-1.50, 1.66, -1.56)  0.07
F (2.03, 0.72, -0.73)  -0.42